# C29H37N5PReSSi

A molecular structure, C29H37N5PReSSi (ωB97M-V with the def2-TZVPD basis set, the Open Molecules 2025 dataset).

Structure (XYZ):
```
75
C29H37N5PReSSi ωB97M-V with the def2-TZVPD basis set
H -4.104 -4.302 -1.288
S -4.270 -2.036 -2.049
H 2.597 -3.367 2.496
C 2.698 -3.748 -1.569
C 2.304 0.629 -3.359
C -1.394 0.297 -4.015
H -1.468 0.724 -5.036
H 4.511 -1.475 0.850
H 0.137 -2.560 1.059
P -0.923 0.732 1.174
H 3.850 -4.300 1.466
C -3.033 2.232 0.002
C -3.400 3.685 2.376
H 0.530 3.458 -1.982
C -4.122 3.983 1.244
H -1.655 -0.747 -4.061
H 3.673 -4.134 -1.686
C -1.284 -0.364 2.601
C 3.705 0.784 -3.711
H -2.059 0.750 -3.318
N 0.719 2.386 -0.254
N -2.115 -1.663 -0.684
H -1.921 -2.669 5.624
H 2.099 -4.862 1.428
H 2.010 -4.566 -1.687
H -1.995 2.331 3.239
C 3.691 -1.345 0.097
C -2.450 -3.039 -0.570
C 2.310 3.098 1.397
H -3.340 0.020 -1.388
H 3.536 4.712 0.792
C -3.880 3.299 0.016
H 1.119 1.511 -5.074
C -2.503 2.591 2.345
C -2.784 -1.371 4.179
C 1.920 4.422 -0.583
C -1.671 -2.043 4.781
C -2.296 1.921 1.157
C 0.639 -2.404 0.059
H 3.820 0.510 -4.775
H 4.268 0.167 -3.017
H -3.489 -0.255 2.499
H 4.163 -1.253 -0.915
H 2.714 2.931 2.377
C 1.011 3.394 -1.027
C -2.591 -0.590 3.058
C -0.210 -1.002 3.156
H 0.511 -2.156 4.922
C 2.610 4.221 0.608
Re -0.380 -0.750 -0.700
C -3.150 -1.076 -1.365
H -2.794 1.706 -0.908
H 0.224 -3.144 -0.685
N 1.800 -0.066 -2.260
C 1.153 0.952 -4.131
C 0.005 0.506 -3.535
C -0.399 -1.823 4.326
H -1.793 -3.669 -0.007
H -4.291 3.625 -0.942
N 0.402 -0.175 -2.361
H 2.275 -0.113 -1.368
C 2.750 -3.966 1.581
H 3.999 1.823 -3.544
H 0.795 1.435 2.824
C -3.551 -3.409 -1.236
H 2.503 -3.020 -2.360
C 1.207 2.261 0.946
H -3.781 -1.551 4.543
H 3.229 -0.336 0.374
N 0.497 1.436 1.820
H -3.443 4.303 3.279
Si 2.528 -2.798 0.040
H 1.952 5.364 -1.150
H -4.754 4.878 1.198
H 0.830 -0.931 2.665
```

Summary:
Expectation value of S²: 3.790
Multiplicity: 4
E_HOMO (alpha / beta) in eV: -16.330 / -16.324
DFT total energy in a.u.: -2507.28954
Max |F| in eV Å⁻¹: 4.3
Total charge: +3
LUMO level (alpha / beta) in eV: -10.1 / -10.6

=====

# C29H37N8O2Si2Sn

A molecular structure, C29H37N8O2Si2Sn (ωB97M-V with the def2-TZVPD basis set, the Open Molecules 2025 dataset).

Structure (XYZ):
```
79
C29H37N8O2Si2Sn ωB97M-V with the def2-TZVPD basis set
C -2.538 1.166 6.002
H 0.658 1.390 -2.188
C 3.328 1.498 0.072
H -3.268 -2.032 -2.256
H 5.206 2.787 -2.439
H 1.737 2.361 -4.167
H 0.048 3.447 4.294
H -4.204 -4.185 0.332
C -2.287 2.422 6.518
H -1.708 -1.048 -3.745
C -2.757 -5.723 0.634
H 2.126 -3.391 1.949
N 1.629 1.171 1.730
H 5.581 0.326 -2.777
C -0.473 -5.002 0.737
C -0.920 1.560 4.242
N -0.214 1.830 -4.721
H -4.918 -1.938 1.426
H -4.076 -0.541 -1.742
N -3.703 2.842 -1.696
H -1.703 0.475 -2.874
O -2.146 -0.509 4.404
N 0.923 1.747 2.754
H 2.127 -3.767 -0.894
H 3.741 3.509 -0.560
H 1.053 -2.261 2.798
H 0.579 -5.250 0.855
H 1.625 0.814 -5.035
C 1.519 -2.887 -1.127
C 3.928 2.460 -0.748
Sn -0.654 -0.008 0.118
H -2.823 2.752 7.401
C -0.848 -3.668 0.536
H 0.856 -3.146 -1.956
H -2.035 0.944 -5.260
O -0.682 0.099 2.388
C -1.045 0.635 -4.919
C -1.866 0.726 4.860
N -1.666 3.386 -2.908
C 1.037 0.712 -2.959
C 4.947 0.698 -1.983
H -4.468 -0.227 1.457
H 4.467 -1.254 -1.225
N -5.983 3.158 -2.642
H -0.163 2.362 -5.582
N 0.148 -0.442 -3.018
C -0.686 2.823 4.784
C -2.214 -3.363 0.394
H -1.056 2.813 -3.559
H -1.093 -7.048 0.947
H -3.500 -6.513 0.669
C -4.076 -1.245 1.529
C -4.911 3.024 -2.237
H -1.684 -0.585 3.534
C -1.360 3.262 5.909
N 3.527 0.188 -0.116
C -3.818 -1.559 -1.439
H 2.024 0.382 -2.631
H -0.607 -0.022 -5.686
H -4.753 -2.112 -1.306
H -3.258 0.498 6.457
C 1.622 -2.421 1.881
C -2.676 3.084 -2.364
C 4.321 -0.184 -1.113
H 2.504 3.008 1.443
H 2.374 -1.632 1.804
C -1.146 -0.125 -3.601
Si 0.498 -2.321 0.374
Si -2.799 -1.560 0.170
C -0.173 1.094 3.038
C -3.146 -4.407 0.441
C 1.138 1.455 -4.283
H 0.592 -1.218 -3.493
H -1.169 4.250 6.309
C 4.739 2.056 -1.790
C -1.409 -6.023 0.788
H -3.660 -1.369 2.529
C 2.457 1.953 1.162
H 2.180 -2.081 -1.452
```

Summary:
ΔE to the lowest compared entry with this formula, charge and spin in kJ/mol: 0.00
Multiplicity: 1
E_HOMO in eV: -3.942
DFT total energy in a.u.: -2509.16173
Max |F| in eV Å⁻¹: 0.2
Total charge: -1
LUMO level in eV: 2.1

=====

# C29H37NO5

C29H37NO5 in the gas phase (ωB97M-V with the def2-TZVPD basis set, the Open Molecules 2025 dataset).

Structure (XYZ):
```
72
C29H37NO5 ωB97M-V with the def2-TZVPD basis set
H -0.936 -1.540 -2.084
H 5.561 -2.523 0.194
C -4.601 0.037 -0.010
H -5.432 -0.165 0.670
C -1.865 -0.766 1.845
H -3.790 -1.312 2.298
O 0.544 -3.914 0.105
O 2.509 1.346 -2.015
H -4.972 -0.028 -1.034
H 2.926 -1.308 2.272
H 3.243 -2.157 -0.367
H 4.345 3.458 -0.291
H 2.970 3.330 -2.223
H -2.398 4.850 0.895
C 5.495 -1.671 0.866
O -0.652 0.791 0.545
C -0.093 1.324 -0.534
H -3.066 -1.058 -3.160
C -2.913 -2.017 -2.671
C 3.940 2.466 -0.496
C 4.560 -0.605 0.294
H 1.012 -3.707 -0.712
C -2.225 -0.768 -0.578
H 5.620 1.055 1.155
H 0.602 -1.526 2.462
H 5.133 -2.025 1.829
C 3.142 -1.169 0.095
C 0.050 -1.540 0.347
H 4.413 0.349 2.219
C -2.857 3.889 0.714
H -3.856 1.908 -1.828
H 6.495 -1.267 1.006
H 1.818 4.204 -0.313
H 2.618 1.284 0.747
H -2.823 -4.492 -1.813
C -1.854 -1.871 -1.583
C -4.039 1.407 0.248
O -0.069 0.796 -1.629
C 2.713 2.601 -1.428
C 2.348 -1.305 1.359
O -1.410 -0.633 2.953
H 0.561 -1.311 -0.593
H -2.338 0.164 -1.134
H -0.200 3.223 0.446
C 0.438 2.666 -0.226
H -2.806 4.087 -1.418
H -3.956 -2.026 -0.118
H -1.808 -5.165 -0.446
C 4.607 0.644 1.187
C -1.136 -0.561 0.501
C -2.098 -4.314 -1.039
H 4.928 -0.333 -0.701
H 4.685 1.905 -1.058
H 3.566 2.463 1.628
C -1.550 -3.130 -0.820
C -3.087 3.462 -0.582
C 1.585 3.199 -0.645
C -3.673 2.230 -0.812
C 3.606 1.737 0.813
H -3.865 -2.358 -2.273
C -3.819 1.854 1.545
C -0.499 -2.980 0.271
H 1.574 1.234 -2.253
H -4.112 1.242 2.385
C 1.035 -1.439 1.477
H -0.941 -3.240 1.241
H 2.618 -0.535 -0.623
H -3.058 3.411 2.791
C -3.532 -1.061 0.187
H -2.579 -2.729 -3.421
C -3.229 3.084 1.777
N -3.121 -1.150 1.562
```

Summary:
Structure (SMILES): C=C1[C@@H](C)[C@H]2[C@H](Cc3ccccc3)NC(=O)[C@]23OC(=O)/C=C\[C@H](O)CCC[C@@H](C)C/C=C\[C@H]3[C@@H]1O
ΔE to the lowest compared entry with this formula, charge and spin in kJ/mol: 0.00
Multiplicity: 1
E_HOMO in eV: -8.893
DFT total energy in a.u.: -1558.21994
Max |F| in eV Å⁻¹: 0.7
LUMO level in eV: 0.6

=====

# C29H38ClN2O5P

C29H38ClN2O5P in the gas phase (ωB97M-V with the def2-TZVPD basis set, the Open Molecules 2025 dataset).

Structure (XYZ):
```
76
C29H38ClN2O5P ωB97M-V with the def2-TZVPD basis set
H -2.601 -1.372 0.900
H -4.740 -3.818 -2.076
O 1.569 2.159 -0.797
H 1.340 0.620 3.110
H -3.058 0.463 -0.285
H 1.164 2.104 1.428
H -3.865 2.329 1.681
H 1.489 -1.089 2.902
C 0.109 2.286 1.621
C -0.388 -1.363 0.693
H -1.901 -2.573 -0.152
N 0.166 -4.298 -1.049
H -2.581 1.951 -1.037
C -0.774 1.092 1.243
C -2.135 1.273 1.952
H 0.726 -2.282 -1.541
C -2.676 -1.172 -2.567
H -1.068 3.523 0.232
C 2.508 0.071 1.431
C -0.222 3.630 0.912
C -1.731 -1.816 -3.362
H -1.969 1.403 3.019
H 5.650 1.348 1.804
H -3.062 -4.915 -3.483
C 6.163 0.745 -0.858
C 1.321 -0.162 2.351
C -3.763 -1.890 -2.085
H -4.510 -1.409 -1.465
Cl 0.833 5.966 1.928
C -2.952 -3.874 -3.210
H -0.386 2.992 -2.999
H 0.274 -3.372 1.214
C 3.640 0.656 2.011
P 0.238 1.614 -1.523
C -0.121 -0.256 1.768
H 3.779 -0.297 -1.690
O -0.522 -0.601 -0.524
C -2.456 0.293 -2.332
H 6.177 1.700 -1.378
H 0.024 2.466 2.696
H -2.623 3.282 1.983
H 1.596 -2.252 1.062
C -3.892 -3.235 -2.413
H -1.389 5.375 1.544
H -1.793 -2.839 1.573
C -0.828 -0.812 2.981
H -1.963 -1.430 4.831
H 1.760 -0.654 -0.449
C 3.774 -0.013 -0.644
H 3.621 0.938 3.060
H -1.104 -3.607 -4.325
C 4.900 0.541 -0.043
O -0.555 2.911 -2.053
C 0.626 -2.513 0.645
H 0.465 -4.623 -1.964
N -2.886 2.459 1.452
H 7.021 0.650 -0.190
H 0.603 3.955 0.287
C 0.899 -3.051 -0.780
C 2.607 -0.239 0.079
H -2.789 0.429 1.763
C 4.806 0.889 1.301
C -2.303 0.905 -0.937
H -0.892 -1.251 -3.752
C -0.539 4.787 1.878
C -1.403 -1.226 3.950
O -2.446 1.020 -3.298
H -0.686 4.443 2.899
C -1.855 -3.157 -3.691
H 6.245 -0.080 -1.565
C -1.772 -2.069 0.808
H -0.823 -4.109 -1.177
O 0.617 0.762 -2.670
C -0.887 0.759 -0.301
H 2.237 2.230 -1.493
H 1.961 -3.300 -0.832
```

Summary:
Structure (SMILES): C#C[C@]1(Cc2ccc(C)cc2)[C@@](CN)(CCCCl)[C@@](CC(=O)c2ccccc2)(P(=O)(O)O)O[C@@]1(C)CCN
ΔE to the lowest compared entry with this formula, charge and spin in kJ/mol: 0.00
Multiplicity: 1
E_HOMO in eV: -8.856
DFT total energy in a.u.: -2415.10865
Max |F| in eV Å⁻¹: 2.5
LUMO level in eV: 0.5

=====

# C29H38HfN2O6PS3Se

A molecular structure, C29H38HfN2O6PS3Se (ωB97M-V with the def2-TZVPD basis set, the Open Molecules 2025 dataset).

Structure (XYZ):
```
81
C29H38HfN2O6PS3Se ωB97M-V with the def2-TZVPD basis set
H 2.984 -4.186 1.047
H -1.726 2.177 1.937
H 1.457 0.028 6.068
H 1.893 1.648 -1.429
H -1.422 3.594 -1.776
H -0.477 2.808 -5.548
C 1.953 2.813 -3.211
N -0.427 2.387 3.454
H -5.907 1.751 -0.251
C 2.506 -1.722 3.272
H 3.476 0.124 3.764
S 2.536 -1.145 -1.130
H 4.552 1.211 0.979
N -0.710 2.220 2.082
H -1.998 0.021 -3.848
C -0.566 -1.446 -2.027
H -0.998 -3.153 0.864
C -1.538 3.178 -0.773
H -1.925 1.048 -5.275
C -0.774 -3.799 -1.661
C -1.217 -2.252 0.275
H 3.335 1.722 -0.148
C -4.609 0.164 -0.881
C 2.773 -2.853 -0.609
H 4.643 -0.004 -1.217
H 0.053 -0.859 -4.002
H -0.356 -5.057 -3.338
C -0.411 -4.040 -2.976
H -0.265 -0.485 5.911
C -3.304 -0.183 -1.186
S 2.374 0.691 1.714
C -0.200 -1.685 -3.350
H -5.392 -0.577 -0.932
C -3.881 2.407 -0.454
C -2.565 2.077 -0.760
H -0.541 2.844 -0.481
H 0.235 0.622 7.229
C 3.653 0.876 0.457
C 0.046 1.310 4.116
O 0.132 1.489 5.408
H 1.917 -3.388 -1.023
S 1.576 -2.548 1.973
H -1.004 -4.625 -1.001
O -1.223 -1.726 3.050
H 1.687 3.856 -5.068
Hf -0.538 -0.514 1.524
C 0.414 0.314 6.204
C 1.268 3.148 -4.368
H 2.914 3.251 -2.988
P -0.525 0.214 -1.308
H -0.334 3.010 1.558
O -2.417 0.100 1.897
O 0.416 0.287 3.525
C 1.379 1.904 -2.341
C -1.863 1.045 -4.189
H 3.838 -2.672 1.257
H -3.083 -1.197 -1.487
O -2.459 0.152 4.592
C 3.986 -0.335 -0.411
H 1.771 -1.517 4.050
H -2.311 -2.151 0.342
H 4.180 -0.682 2.380
H -2.700 1.629 -3.805
H -4.117 3.430 -0.187
C -0.120 -2.981 -3.827
C 0.044 2.560 -4.633
H 4.554 -1.061 0.168
C -0.546 1.638 -3.769
H 0.173 -3.162 -4.850
H 3.229 -2.426 3.685
H -0.958 3.067 3.986
C -0.848 -2.499 -1.155
C 2.915 -3.110 0.882
O -3.969 -1.764 3.239
Se -2.663 -0.848 3.341
C 3.234 -0.439 2.861
H -1.850 3.992 -0.119
C 0.142 1.322 -2.588
H 3.666 -3.256 -1.093
C -4.895 1.466 -0.502
C -2.272 0.750 -1.112
```

Summary:
ΔE to the lowest compared entry with this formula, charge and spin in kJ/mol: 66.98
Multiplicity: 1
E_HOMO in eV: -11.069
DFT total energy in a.u.: -5674.02675
Max |F| in eV Å⁻¹: 1.8
Total charge: +1
LUMO level in eV: -2.6

=====

# C29H38N2O2P3Ti

A molecular structure, C29H38N2O2P3Ti (ωB97M-V with the def2-TZVPD basis set, the Open Molecules 2025 dataset).

Structure (XYZ):
```
75
C29H38N2O2P3Ti ωB97M-V with the def2-TZVPD basis set
H -3.056 0.657 -3.769
C -1.413 1.384 2.351
H -1.648 1.647 -5.489
C 3.696 1.327 3.434
C -3.703 -1.769 -1.676
C 1.606 1.609 -4.515
H -4.565 3.354 3.605
C 2.672 0.458 -2.561
C 0.005 -1.046 2.866
C 3.929 2.641 3.017
H -4.411 0.882 3.919
C 2.523 0.664 3.056
C -0.077 -3.303 4.531
H -4.557 -1.501 -2.319
C -0.873 0.663 -3.751
H 4.828 3.173 3.346
C -2.495 0.712 2.943
N 0.215 0.407 -2.981
H 0.067 -2.466 1.246
O -1.663 -2.465 -4.813
C -0.061 -2.016 5.086
C 1.842 2.597 1.786
C -0.754 1.430 -4.913
H -0.012 0.112 4.702
H -0.064 -4.426 2.658
H -2.266 -0.913 -4.110
O -0.182 -2.612 -2.465
H -2.697 4.557 2.474
P 0.036 0.419 1.787
H -0.132 -2.433 -0.345
H -4.042 -1.928 -0.639
H -2.628 1.898 -1.216
H -0.076 -1.888 6.171
H 3.159 4.309 1.879
H -2.443 -0.361 3.110
C -3.696 2.800 3.230
N -0.001 -0.016 0.263
H 3.982 -2.169 -3.057
C 1.553 1.307 2.266
C -3.615 1.413 3.395
P 2.442 -1.044 -1.551
C -1.518 2.773 2.162
H 3.562 -1.844 0.391
C 3.655 -0.941 -0.229
H 2.924 1.270 -1.864
H 2.978 -3.328 -2.081
H 2.620 1.906 -4.806
C 0.010 -2.327 2.331
Ti -0.054 -1.032 -1.268
H -4.246 1.155 -1.506
H 2.354 -0.349 3.420
H -3.392 0.961 0.079
H -0.714 3.316 1.683
C -2.216 -0.003 -3.467
C 2.995 3.274 2.188
C 1.443 0.838 -3.364
H 3.427 -0.080 0.413
H 4.669 -0.872 -0.651
H -2.428 -3.055 -4.888
H 3.555 0.307 -3.200
H 0.075 -3.543 -2.273
H 1.162 3.080 1.095
H 4.409 0.828 4.095
H 2.227 -2.506 -3.466
H -0.114 -4.190 5.167
C -0.047 -3.450 3.140
C -3.274 1.035 -1.009
H -3.237 -2.709 -2.016
H 0.614 2.451 -6.254
H -1.195 -2.688 -3.979
P -2.472 -0.437 -1.685
C 2.972 -2.385 -2.658
C -0.026 -0.888 4.264
C 0.501 1.896 -5.318
C -2.646 3.475 2.599
```

Summary:
Expectation value of S²: 2.011
Multiplicity: 3
E_HOMO (alpha / beta) in eV: -9.013 / -9.646
DFT total energy in a.u.: -3261.17569
Max |F| in eV Å⁻¹: 4.9
Total charge: +1
LUMO level (alpha / beta) in eV: -2.2 / -5.3